# 1
The following is a quantum chemistry calculation of C26H68N4O13Sr as an isolated structure at a distorted geometry, from OMol25.

Computed properties:
E_HOMO, eV: -7.82
Net charge: 0
LUMO, eV: -1.14
Energy above the lowest of the compared OMol25 structures with the same formula, charge and spin, kcal per mole: 75.6
Multiplicity: 1

Each line ends with the Löwdin charge.
CARTESIAN COORDINATES (ANGSTROEM)
Sr (-13.24, 25.68, -15.02)  1.6803
C (-10.95, 26.97, -13.53)  -1.0141
O (-10.05, 27.33, -12.79)  -0.0083
O (-12.01, 27.57, -13.76)  -0.1792
O (-10.94, 25.84, -14.07)  -0.1965
C (-15.69, 27.61, -17.32)  -0.0793
O (-15.18, 27.44, -16.00)  -0.2669
C (-16.09, 27.80, -14.98)  -0.1959
C (-15.47, 27.62, -13.59)  -0.2132
N (-15.25, 26.23, -13.38)  -0.1685
C (-14.53, 25.88, -12.15)  -0.1677
C (-14.35, 24.35, -12.18)  -0.1590
O (-13.44, 23.98, -13.23)  -0.3567
C (-12.97, 22.68, -13.33)  -0.0985
H (-15.75, 28.65, -17.64)  0.0989
H (-16.65, 27.11, -17.47)  0.0980
H (-14.94, 27.22, -18.00)  0.0911
H (-17.02, 27.23, -15.03)  0.1261
H (-16.42, 28.84, -15.11)  0.1272
H (-16.11, 28.06, -12.83)  0.1335
H (-14.50, 28.12, -13.51)  0.1025
H (-16.19, 25.88, -13.25)  0.1250
H (-15.22, 26.16, -11.36)  0.1349
H (-13.59, 26.40, -11.96)  0.0976
H (-15.30, 23.81, -12.28)  0.1284
H (-13.91, 24.06, -11.22)  0.1303
H (-13.78, 21.97, -13.45)  0.0943
H (-12.50, 22.25, -12.45)  0.1027
H (-12.23, 22.57, -14.12)  0.0913
C (-15.60, 31.82, -13.09)  -0.0664
O (-14.14, 32.07, -13.17)  -0.1865
C (-13.41, 30.98, -13.75)  -0.2356
C (-11.93, 31.36, -13.80)  -0.1711
N (-11.22, 30.29, -14.58)  -0.0289
C (-9.77, 30.50, -14.49)  -0.2222
C (-9.21, 31.77, -15.05)  -0.2221
O (-7.77, 31.76, -14.92)  -0.1781
C (-7.08, 32.83, -15.62)  -0.1042
H (-16.13, 31.81, -14.05)  0.0707
H (-16.06, 32.59, -12.48)  0.0821
H (-15.74, 30.82, -12.67)  0.0634
H (-13.74, 30.78, -14.76)  0.1194
H (-13.54, 30.10, -13.13)  0.0956
H (-11.55, 31.51, -12.79)  0.1088
H (-11.89, 32.33, -14.29)  0.1131
H (-11.42, 29.36, -14.24)  0.0469
H (-9.26, 29.71, -15.04)  0.1281
H (-9.56, 30.43, -13.42)  0.0975
H (-9.76, 32.57, -14.55)  0.1057
H (-9.48, 31.89, -16.10)  0.1203
H (-6.07, 32.94, -15.24)  0.0796
H (-7.55, 33.80, -15.78)  0.0809
H (-6.91, 32.45, -16.63)  0.0732
C (-11.96, 18.89, -15.90)  -0.0905
O (-11.18, 19.98, -16.54)  -0.1919
C (-10.04, 20.32, -15.66)  -0.1896
C (-9.12, 21.36, -16.30)  -0.2102
N (-9.64, 22.70, -16.11)  -0.0732
C (-8.77, 23.86, -16.55)  -0.1774
C (-8.40, 23.90, -18.01)  -0.1847
O (-7.25, 23.04, -18.37)  -0.2116
C (-7.18, 22.50, -19.68)  -0.1124
H (-11.20, 18.16, -15.60)  0.0750
H (-12.73, 18.43, -16.52)  0.0760
H (-12.56, 19.15, -15.03)  0.0664
H (-9.41, 19.45, -15.48)  0.1137
H (-10.31, 20.78, -14.71)  0.1088
H (-9.02, 21.09, -17.35)  0.1199
H (-8.17, 21.50, -15.78)  0.1272
H (-9.68, 22.82, -15.11)  0.0527
H (-7.87, 23.82, -15.93)  0.1076
H (-9.28, 24.77, -16.24)  0.1084
H (-8.30, 24.92, -18.38)  0.1145
H (-9.26, 23.56, -18.58)  0.1065
H (-8.17, 22.39, -20.13)  0.0787
H (-6.60, 21.58, -19.71)  0.0833
H (-6.62, 23.26, -20.22)  0.0796
C (-10.53, 24.82, -10.51)  -0.1283
O (-10.17, 26.18, -10.33)  -0.1465
H (-11.46, 24.84, -11.08)  0.0639
H (-9.82, 24.20, -11.04)  0.0732
H (-10.77, 24.32, -9.57)  0.0808
H (-10.13, 26.55, -11.21)  0.0138
C (-7.26, 27.96, -10.49)  -0.1793
O (-7.62, 28.53, -11.72)  -0.1296
H (-7.02, 28.77, -9.81)  0.0759
H (-8.01, 27.29, -10.06)  0.0583
H (-6.46, 27.25, -10.73)  0.0700
H (-8.41, 28.15, -12.10)  0.0204
C (-7.77, 24.85, -13.25)  -0.1471
O (-8.85, 24.03, -13.64)  -0.1649
H (-6.78, 24.52, -13.55)  0.0817
H (-8.01, 25.85, -13.61)  0.0806
H (-7.72, 25.00, -12.17)  0.0681
H (-9.57, 24.67, -13.66)  0.0120
C (-12.72, 29.43, -8.62)  -0.0480
C (-12.20, 29.30, -10.09)  -0.4181
C (-10.83, 29.86, -10.42)  -0.1766
O (-10.86, 31.28, -10.21)  -0.2058
C (-9.60, 31.89, -10.39)  -0.0992
N (-12.30, 27.97, -10.57)  0.0674
H (-12.26, 28.71, -7.95)  0.0688
H (-13.80, 29.38, -8.47)  0.0613
H (-12.55, 30.43, -8.21)  0.0658
H (-12.92, 29.94, -10.61)  0.1252
H (-10.49, 29.66, -11.44)  0.1016
H (-10.04, 29.41, -9.82)  0.1283
H (-8.93, 31.56, -9.60)  0.0837
H (-9.68, 32.98, -10.36)  0.0879
H (-9.23, 31.50, -11.34)  0.0735
H (-11.50, 27.44, -10.27)  0.0395
H (-12.18, 27.98, -11.57)  0.0362

---

# 2
The following is a quantum chemistry calculation of C24H19F5N14O3S3ScTe as an isolated structure at a distorted geometry, from OMol25.

Computed properties:
E_HOMO, eV: -5.56
Net charge: -1
LUMO, eV: 1.69
Energy above the lowest of the compared OMol25 structures with the same formula, charge and spin, kcal per mole: 12.4
Multiplicity: 1

Each line ends with the natural charge from an NBO analysis.
CARTESIAN COORDINATES (ANGSTROEM)
Sc (1.19, 0.05, 0.79)  1.6000
N (2.52, 1.36, 3.96)  -0.5847
C (3.37, 0.65, 3.17)  0.4800
N (4.63, 0.29, 3.46)  -0.3346
N (5.08, -0.34, 2.39)  0.0149
N (4.12, -0.38, 1.53)  -0.1881
N (3.02, 0.23, 1.97)  -0.4301
C (1.40, 1.97, 3.42)  0.4525
N (0.70, 2.88, 4.07)  -0.3854
N (-0.27, 3.23, 3.21)  -0.0994
N (-0.16, 2.57, 2.11)  -0.1151
N (0.90, 1.73, 2.19)  -0.5042
H (2.84, 1.68, 4.85)  0.4277
N (-1.59, 2.92, -1.82)  -0.6023
C (-0.86, 3.79, -2.64)  0.1228
C (-1.52, 4.60, -3.55)  -0.2359
C (-0.80, 5.46, -4.37)  -0.2160
C (0.58, 5.52, -4.28)  -0.2203
C (1.24, 4.71, -3.36)  -0.2369
C (0.53, 3.85, -2.54)  -0.1280
S (1.40, 2.81, -1.39)  0.5578
N (0.19, 1.85, -0.73)  -0.6415
C (-1.05, 2.00, -0.96)  0.4327
C (-2.01, 1.16, -0.21)  0.2370
C (-3.37, 1.11, -0.51)  -0.2572
C (-4.21, 0.38, 0.30)  -0.1665
C (-3.69, -0.26, 1.41)  -0.2275
C (-2.32, -0.15, 1.63)  0.0780
N (-1.50, 0.50, 0.83)  -0.4058
H (-2.58, 3.04, -1.82)  0.4015
H (-2.60, 4.55, -3.62)  0.2025
H (-1.33, 6.09, -5.08)  0.2105
H (1.14, 6.19, -4.91)  0.2131
H (2.32, 4.74, -3.27)  0.2241
H (-3.78, 1.61, -1.38)  0.2014
H (-5.27, 0.31, 0.07)  0.2151
H (-4.30, -0.83, 2.09)  0.2244
H (-1.87, -0.62, 2.49)  0.2170
O (-0.09, -2.40, 4.29)  -0.6901
C (-0.73, -3.36, 3.60)  0.4220
C (-1.29, -4.41, 4.34)  -0.2954
C (-1.96, -5.43, 3.70)  -0.1854
C (-2.09, -5.43, 2.32)  -0.2717
C (-1.54, -4.40, 1.58)  -0.1322
C (-0.86, -3.35, 2.20)  -0.2377
C (-0.28, -2.26, 1.39)  0.6057
O (0.37, -1.30, 1.99)  -0.8120
N (-0.50, -2.30, 0.11)  -0.4229
N (0.12, -1.28, -0.60)  -0.4270
C (0.04, -1.45, -1.87)  -0.0213
S (-0.89, -2.80, -2.50)  0.3084
C (-0.42, -2.49, -4.23)  -0.5480
C (-0.31, -1.00, -4.40)  -0.5317
S (0.75, -0.38, -3.05)  0.3713
H (0.29, -1.77, 3.64)  0.5161
H (-1.18, -4.39, 5.42)  0.2150
H (-2.38, -6.24, 4.28)  0.2041
H (-2.62, -6.24, 1.82)  0.2058
H (-1.61, -4.39, 0.50)  0.2368
H (-1.19, -2.93, -4.87)  0.2243
H (0.54, -2.97, -4.42)  0.2294
H (-1.29, -0.52, -4.33)  0.2110
H (0.16, -0.72, -5.34)  0.2319
F (4.49, -0.64, -2.33)  -0.6323
Te (3.84, -0.84, -0.52)  3.3267
F (5.14, -2.17, -0.18)  -0.5944
F (3.05, -2.27, -1.58)  -0.6307
F (5.31, 0.42, -0.44)  -0.6370
F (2.53, -1.93, 0.65)  -0.6306
O (2.52, 0.38, -0.70)  -1.1415

---

# 3
The following is a quantum chemistry calculation of a single C16H16ClFN2O3 molecule at a distorted geometry, from OMol25.

Computed properties:
E_HOMO, eV: -8.35
SMILES: CNC(=O)O[C@@H](c1nc2c(o1)CCCC2)c1c(F)cccc1Cl
Net charge: 0
LUMO, eV: 0.75
Energy above the lowest of the compared OMol25 structures with the same formula, charge and spin, kcal per mole: 0.0
Multiplicity: 1

Each line ends with the natural charge from an NBO analysis.
CARTESIAN COORDINATES (ANGSTROEM)
O (-4.09, -0.53, 0.44)  -0.6500
F (0.72, 1.05, 0.91)  -0.3206
Cl (-2.06, -1.66, 4.38)  0.0052
N (-0.29, -2.06, -0.12)  -0.4582
O (-1.15, -0.20, -1.01)  -0.3996
O (-2.34, 0.61, 1.38)  -0.5027
C (-3.52, 0.50, 0.76)  0.8904
C (-1.03, -1.01, 0.08)  0.4722
C (0.08, -1.99, -1.42)  0.0722
C (-0.43, -0.81, -1.98)  0.2438
C (1.43, 0.32, 4.38)  -0.1795
C (1.58, 0.68, 3.05)  -0.2938
C (0.31, -0.40, 4.75)  -0.2441
C (0.60, 0.44, 2.11)  0.4866
C (-0.66, -0.73, 3.81)  0.0318
C (-0.52, -0.31, 2.45)  -0.1609
N (-4.08, 1.74, 0.43)  -0.6356
C (-1.61, -0.64, 1.46)  0.0430
C (-5.11, 1.81, -0.61)  -0.4034
C (0.87, -3.00, -2.17)  -0.4308
C (-0.20, -0.39, -3.42)  -0.4433
C (1.40, -2.38, -3.46)  -0.3855
C (0.42, -1.49, -4.27)  -0.3950
H (2.20, 0.52, 5.12)  0.2276
H (2.45, 1.21, 2.73)  0.2282
H (0.14, -0.71, 5.76)  0.2291
H (-3.44, 2.52, 0.52)  0.3928
H (-2.20, -1.49, 1.78)  0.2584
H (-5.47, 2.85, -0.63)  0.2015
H (-4.71, 1.54, -1.58)  0.1896
H (-5.90, 1.12, -0.37)  0.2225
H (0.24, -3.87, -2.39)  0.2148
H (1.74, -3.31, -1.58)  0.2244
H (-1.18, -0.08, -3.84)  0.2211
H (0.41, 0.55, -3.48)  0.2156
H (1.66, -3.22, -4.16)  0.2093
H (2.36, -1.86, -3.21)  0.2031
H (-0.37, -2.09, -4.67)  0.2035
H (0.91, -1.05, -5.14)  0.2161

---

# 4
The following is a quantum chemistry calculation of a single C4H8N2 molecule, from OMol25.

Computed properties:
E_HOMO (alpha / beta), eV: -7.29 / -7.28
Net charge: 0
LUMO (alpha / beta), eV: 0.36 / 0.36
Energy above the lowest of the compared OMol25 structures with the same formula, charge and spin, kcal per mole: 91.4
Multiplicity: 1

Each line ends with the natural charge from an NBO analysis.
CARTESIAN COORDINATES (ANGSTROEM)
C (-0.28, 1.30, 0.55)  -0.4249
N (-0.36, 0.04, -0.19)  -0.3524
C (-1.48, -0.85, 0.09)  -0.4021
C (0.69, -0.35, -0.90)  0.0217
C (2.06, -0.05, -0.43)  -0.0826
N (2.89, 0.73, -0.05)  -0.4279
H (-1.13, 1.37, 1.23)  0.2062
H (-0.30, 2.15, -0.13)  0.2171
H (0.66, 1.34, 1.12)  0.2384
H (-1.38, -1.28, 1.09)  0.2028
H (-1.48, -1.66, -0.64)  0.2129
H (-2.42, -0.31, 0.03)  0.2083
H (0.56, -1.19, -1.58)  0.2128
H (1.97, -1.23, -0.18)  0.1698

---

# 5
The following is a quantum chemistry calculation of a 7-piece molecular cluster, C18H51NO10 overall at a distorted geometry, from OMol25.

Computed properties:
E_HOMO, eV: -9.29
SMILES: COCCNCCOC.OCCO.OCCO.CCO.CCO.CCO.CCO
Net charge: 0
LUMO, eV: 0.30
Energy above the lowest of the compared OMol25 structures with the same formula, charge and spin, kcal per mole: 26.0
Multiplicity: 1

Each line ends with the Löwdin charge.
CARTESIAN COORDINATES (ANGSTROEM)
C (0.54, 4.40, -0.59)  -0.1544
O (0.61, 5.31, 0.42)  -0.1576
C (-0.36, 5.08, 1.37)  -0.2061
C (0.36, 4.39, 2.59)  -0.1769
N (1.04, 3.18, 2.20)  -0.0541
C (1.26, 2.25, 3.37)  -0.1428
C (1.93, 0.93, 2.96)  -0.4344
O (2.01, 0.00, 3.72)  -0.1042
C (3.08, 0.13, 4.72)  0.0226
H (0.57, 3.35, -0.33)  0.0547
H (1.47, 4.55, -1.20)  0.1098
H (-0.27, 4.57, -1.27)  0.0729
H (-1.21, 4.53, 0.96)  0.1208
H (-0.74, 6.03, 1.75)  0.1179
H (-0.36, 4.13, 3.36)  0.1175
H (1.13, 5.11, 2.93)  0.1295
H (1.92, 3.37, 1.90)  0.0798
H (0.44, 2.03, 3.97)  0.1021
H (1.90, 2.78, 4.04)  0.1012
H (2.96, 1.23, 2.74)  0.1229
H (1.53, 0.66, 1.97)  0.1071
H (3.80, -0.27, 4.13)  0.0632
H (2.91, -0.50, 5.60)  0.1031
H (3.24, 1.14, 5.04)  0.0869
C (-2.25, 1.60, -1.64)  -0.0707
C (-1.95, 2.18, -2.98)  -0.3782
O (-1.26, 1.33, -3.74)  -0.0656
H (-1.24, 1.20, -1.44)  0.0597
H (-2.90, 0.67, -1.71)  0.1156
H (-2.45, 2.31, -0.89)  0.0684
H (-1.35, 3.09, -2.71)  0.1213
H (-2.86, 2.45, -3.48)  0.1154
H (-0.64, 1.90, -4.27)  0.1464
C (-2.23, -0.60, 0.96)  -0.0707
C (-1.04, -0.01, 1.51)  -0.3775
O (-1.36, 1.31, 1.77)  -0.0750
H (-2.34, -1.70, 0.98)  0.0862
H (-2.23, -0.38, -0.13)  0.0513
H (-3.16, -0.27, 1.35)  0.0822
H (-0.24, -0.03, 0.81)  0.0826
H (-0.66, -0.39, 2.48)  0.1231
H (-0.58, 1.86, 1.97)  0.0444
C (0.99, -4.13, 2.96)  -0.1043
C (0.32, -3.40, 1.91)  -0.3625
O (0.52, -3.97, 0.62)  -0.0906
H (0.76, -3.58, 3.91)  0.0874
H (2.15, -4.10, 2.85)  0.1137
H (0.65, -5.16, 2.92)  0.0754
H (0.47, -2.30, 1.92)  0.1159
H (-0.73, -3.51, 2.06)  0.1000
H (0.91, -3.27, 0.07)  0.0419
C (2.04, 1.51, -2.09)  -0.0594
C (2.34, 1.12, -0.75)  -0.4124
O (2.48, -0.19, -0.65)  -0.0394
H (1.75, 2.51, -2.13)  0.0512
H (1.25, 0.87, -2.44)  0.0661
H (2.84, 1.23, -2.77)  0.1027
H (1.46, 1.36, -0.12)  0.1030
H (3.20, 1.57, -0.23)  0.1386
H (3.14, -0.42, -1.31)  0.1266
C (-0.29, -1.53, -2.04)  -0.2575
C (0.03, -1.73, -3.42)  -0.2833
O (-1.02, -1.26, -4.22)  -0.0518
O (0.71, -2.06, -1.19)  -0.0580
H (-1.22, -1.93, -1.77)  0.1058
H (-0.49, -0.48, -1.94)  0.0791
H (0.15, -2.76, -3.65)  0.1137
H (0.98, -1.22, -3.70)  0.1329
H (-0.98, -0.29, -4.13)  0.0380
H (1.35, -1.35, -1.05)  0.0346
C (-2.04, -4.77, -2.03)  -0.2547
C (-2.98, -4.31, -3.04)  -0.2537
O (-2.98, -5.27, -4.09)  -0.0471
O (-2.11, -4.14, -0.73)  -0.0930
H (-1.04, -4.59, -2.43)  0.1128
H (-2.07, -5.86, -1.96)  0.1233
H (-2.62, -3.38, -3.52)  0.1209
H (-3.99, -4.19, -2.64)  0.1303
H (-3.74, -5.81, -4.11)  0.0541
H (-1.22, -4.11, -0.28)  0.0599

---

# 6
The following is a quantum chemistry calculation of a 3-piece molecular cluster, C4H16N2O2 overall at a distorted geometry, from OMol25.

Computed properties:
E_HOMO (alpha / beta), eV: 0.91 / -5.24
Net charge: -1
LUMO (alpha / beta), eV: 3.32 / 3.23
Energy above the lowest of the compared OMol25 structures with the same formula, charge and spin, kcal per mole: 54.9
Multiplicity: 2
⟨S²⟩: 0.750

Each line ends with the Mulliken spin population.
CARTESIAN COORDINATES (ANGSTROEM)
C (1.63, -1.64, -1.04)  0.1821
C (0.47, -0.62, -0.82)  0.7966
C (0.39, -0.27, 0.71)  -0.5287
C (0.02, 1.16, 0.98)  1.1954
N (-1.45, 1.39, 0.85)  -0.0183
N (-0.89, -1.18, -1.28)  0.0296
H (2.54, -1.03, -0.71)  0.0053
H (1.78, -2.44, -0.41)  -0.0010
H (1.94, -1.85, -1.99)  -0.2639
H (0.49, 0.32, -1.51)  -0.1568
H (1.42, -0.47, 1.08)  -0.0970
H (-0.19, -0.97, 1.32)  0.0115
H (0.27, 1.47, 2.05)  0.0644
H (0.66, 2.04, 0.56)  -0.3264
H (-1.92, 0.90, 0.06)  -0.1211
H (-1.72, 2.41, 0.94)  -0.0022
H (-1.13, -2.02, -0.83)  0.0673
H (-0.90, -1.23, -2.28)  -0.1764
H (1.63, 3.87, -1.76)  -0.3933
H (0.35, 3.31, -1.00)  -0.0910
O (1.22, 3.72, -0.82)  0.8157
H (-0.88, -2.96, 0.82)  0.0021
H (-1.84, -2.07, 1.44)  -0.0193
O (-1.37, -2.78, 1.61)  0.0256